{
  "formula": "C41H64IN17O4",
  "method": "the ωB97M-V functional and the def2-TZVPD basis",
  "species": ["I", "O", "O", "O", "O", "N", "N", "N", "N", "N", "N", "N", "N", "N", "N", "N", "N", "N", "N", "N", "N", "N", "C", "C", "C", "C", "C", "C", "C", "C", "C", "C", "C", "C", "C", "C", "C", "C", "C", "C", "C", "C", "C", "C", "C", "C", "C", "C", "C", "C", "C", "C", "C", "C", "C", "C", "C", "C", "C", "C", "C", "C", "C", "H", "H", "H", "H", "H", "H", "H", "H", "H", "H", "H", "H", "H", "H", "H", "H", "H", "H", "H", "H", "H", "H", "H", "H", "H", "H", "H", "H", "H", "H", "H", "H", "H", "H", "H", "H", "H", "H", "H", "H", "H", "H", "H", "H", "H", "H", "H", "H", "H", "H", "H", "H", "H", "H", "H", "H", "H", "H", "H", "H", "H", "H", "H", "H"],
  "xyz": [[1.2639, -1.3924, -2.9978], [-0.2878, 4.4805, -6.1686], [-2.0607, 3.8024, -4.5752], [0.3621, -0.7833, 0.3857], [1.6001, 1.0284, 1.4602], [9.0760, 2.1968, 1.3112], [-10.8530, -3.0733, 2.7456], [0.8010, -5.4823, -0.5611], [-4.2187, 0.5567, 4.5779], [3.9792, 4.3850, 0.0314], [4.6247, -4.5252, -3.8363], [5.3480, -0.3946, -5.8589], [-8.2679, -4.8976, 5.0631], [-9.0577, 5.7666, 2.0151], [-5.3170, 3.7073, 2.6132], [-0.8184, -0.1731, -7.0040], [-2.4469, -4.3967, 3.7464], [11.9857, 3.3225, 6.4407], [0.3827, 1.3036, -0.8973], [-0.4250, 4.1361, 2.5662], [9.3460, -1.1811, -3.2319], [-0.6610, -4.7864, 4.1764], [0.5780, -4.9861, 4.2993], [-6.0847, 4.4170, 3.3181], [10.2417, 0.9952, -0.9094], [-5.2254, -4.2908, 3.6962], [-1.5062, 3.6747, 3.0225], [-0.8922, -3.9172, 0.9935], [-3.2920, -0.1697, 5.0288], [6.7116, 3.9447, 0.3026], [2.8794, 1.1592, -1.8107], [-2.5695, 3.1808, -2.0755], [0.7692, 0.5158, 0.3344], [6.5137, -1.5962, -8.0795], [5.2181, 4.1854, 0.1544], [-1.2753, 0.4000, -8.0301], [-8.6626, -2.1629, 4.7474], [0.0332, -4.7726, 0.1438], [-7.0102, 5.2724, 4.1679], [-8.4468, -3.6576, 4.9200], [3.5436, -4.9866, -3.3800], [9.6046, 1.6519, 0.3044], [-2.8095, 3.1185, 3.5725], [-2.1747, -1.0454, 5.5723], [-8.5291, 5.2218, 1.0083], [-1.0844, 3.5131, -5.6498], [-10.8768, -5.8116, 2.2611], [5.8766, -0.9394, -6.8658], [-0.5968, 2.3696, -0.3625], [-1.8260, 1.0908, -9.2670], [8.7263, -2.1888, -3.6683], [2.7802, 0.1861, -3.1296], [10.9952, 3.0910, 5.6956], [-10.8638, -4.3149, 2.5259], [-7.8920, 4.5650, -0.2054], [-2.1096, 2.0574, -0.9615], [-1.4583, 3.2805, -3.3144], [1.5427, 2.0569, -1.5078], [2.0715, -5.2268, 4.4476], [2.2403, -5.5427, -2.8300], [9.8011, 2.8119, 4.7974], [7.9792, -3.4035, -4.1944], [-3.7067, -4.3487, 3.7236], [-0.5787, 2.3181, 0.8276], [7.2545, 4.8865, 0.1842], [-3.3700, 3.9111, 4.0758], [10.0048, 1.5676, -1.8103], [6.2768, -1.0237, -8.9805], [8.5467, -4.3127, -3.9779], [-1.0051, 2.3844, -5.9988], [-1.2127, -0.5399, 5.4517], [1.1583, 2.4955, -2.5486], [-10.0905, -6.0706, 1.5467], [-3.6340, 2.8858, -2.4778], [-2.3412, -1.2455, 6.6344], [-6.5864, 6.2731, 4.2889], [-8.1289, 5.1374, -1.1064], [-2.0524, 0.9931, -1.4498], [-1.2864, 0.7508, -10.1552], [-3.4164, 2.7156, 2.7570], [2.4128, -5.9328, 3.6854], [-2.6492, 4.2608, -1.6238], [-5.6162, -4.2720, 4.7173], [2.6144, -4.2850, 4.3291], [8.9669, 2.4322, 5.3936], [-7.1371, 4.8177, 5.1542], [-2.6008, 2.3197, 4.2894], [-1.0289, 2.2063, -3.5203], [7.5997, -1.6330, -7.9563], [-7.9881, 5.3558, 3.6857], [-6.8061, 4.5281, -0.0822], [10.0682, 2.0667, 4.0431], [1.9873, 0.1827, 1.8694], [6.9262, 3.5318, 1.2921], [-9.7200, -1.9583, 4.5586], [-11.8449, -6.1087, 1.8485], [-2.8832, 2.0945, -0.0651], [3.7547, 1.9371, -2.0438], [-0.2803, 3.4612, -0.6550], [6.9982, -3.4737, -3.7163], [-5.5546, -3.3893, 3.1722], [6.1337, -2.6150, -8.1945], [-10.7045, -6.3566, 3.1933], [-8.0725, -1.7962, 3.9030], [2.6944, 0.8019, -4.1482], [-2.1486, -1.9950, 5.0309], [-1.0192, -4.3719, 1.9798], [-0.4684, -2.9165, 1.1145], [-0.5915, 3.9932, -2.9105], [7.0529, 3.2387, -0.4595], [2.4490, -6.3416, -2.1131], [3.2625, 0.5119, -0.9137], [-5.6226, -5.1685, 3.1789], [-8.3540, -1.6347, 5.6537], [1.8477, 3.0000, -0.8493], [1.6797, -4.7502, -2.3267], [-2.8876, 0.8560, -9.3834], [1.6333, -5.9456, -3.6454], [-1.7092, 2.1739, -9.1722], [-8.2720, 3.5462, -0.3204], [7.8428, -3.3177, -5.2759], [-1.8701, -3.8338, 0.5114], [9.4899, 3.7318, 4.2946], [9.8617, -0.0237, -1.0244], [2.2861, -5.6396, 5.4371], [3.8330, -0.3715, -3.2081], [11.3276, 0.9583, -0.7862]],
  "atomic_forces_ev_per_a": [[0.69, 0.79, -0.22], [-5.66, -6.56, 3.45], [3.21, -1.11, -1.19], [2.59, 8.13, 0.19], [-1.40, -2.32, -2.95], [4.29, -4.38, -7.96], [-0.16, -9.99, -1.86], [-6.51, 5.46, 6.29], [7.28, -5.92, 3.65], [9.89, -1.62, 0.95], [-8.49, -3.67, 3.65], [4.27, -4.38, -8.07], [-1.42, 9.82, -1.17], [4.03, -4.32, -8.35], [-6.82, 5.85, 5.29], [-3.66, 4.63, -8.14], [-15.67, 2.44, -2.47], [-7.94, -1.86, -5.97], [1.28, 1.24, 3.06], [-8.54, -3.63, 3.61], [-4.94, -8.07, -3.48], [15.53, -3.27, 3.27], [-6.63, 1.07, -0.65], [4.85, -4.57, -4.61], [-0.53, 0.51, 1.06], [1.25, -0.18, 0.27], [7.04, 3.07, -2.87], [0.81, -0.72, -0.70], [-6.09, 4.64, -2.91], [-1.34, 0.24, -0.08], [0.25, 0.27, -0.77], [0.12, -0.04, -0.60], [-0.91, -6.61, 0.36], [-0.54, 0.52, 1.01], [-8.19, 1.35, -0.86], [2.99, -3.76, 6.71], [0.18, -1.12, 0.30], [4.88, -4.48, -4.51], [0.81, -0.78, -0.42], [1.06, -8.03, 0.92], [7.09, 3.02, -3.12], [-3.39, 3.58, 6.62], [1.60, 0.34, -0.36], [-0.90, 0.70, -0.45], [-3.49, 3.56, 6.54], [3.39, 5.07, -1.38], [0.00, 1.21, 0.23], [-3.52, 3.62, 6.70], [-1.42, 0.20, 0.75], [0.44, -0.57, 1.00], [4.09, 6.63, 2.85], [2.41, 1.04, -0.24], [6.54, 1.54, 4.95], [0.08, 8.18, 1.47], [-0.49, 0.55, 0.95], [0.38, 0.73, 0.21], [0.04, -0.65, 1.61], [1.51, 0.85, -0.65], [-1.14, 0.23, -0.24], [1.37, 0.55, -0.82], [1.01, 0.21, 0.74], [0.59, 1.03, 0.50], [6.72, -0.26, 0.10], [-0.25, 0.33, -2.67], [-0.19, -0.11, 0.01], [0.25, -0.15, -0.21], [-0.05, -0.10, 0.21], [-0.01, -0.03, 0.23], [0.00, 0.23, 0.02], [-0.28, 2.23, 0.82], [-0.21, 0.02, -0.04], [0.77, -1.08, 2.23], [-0.10, 0.17, 0.13], [2.15, 0.57, 0.58], [-0.08, 0.11, -0.19], [0.03, -0.20, -0.10], [-0.05, -0.01, 0.23], [-0.31, 2.05, 0.99], [-0.03, 0.00, 0.23], [0.34, 0.13, 0.28], [-0.14, 0.12, 0.08], [0.13, -2.16, -0.64], [0.08, -0.07, -0.19], [-0.15, -0.12, -0.01], [0.21, 0.08, 0.00], [0.19, -0.04, -0.16], [0.11, 0.26, -0.21], [-0.71, 1.94, 0.41], [-0.19, 0.08, 0.07], [0.38, -0.08, 0.08], [-0.19, 0.04, 0.14], [0.02, 0.17, 0.13], [-1.14, 1.56, -0.87], [-0.11, 0.06, -0.24], [0.22, -0.22, -0.02], [0.13, 0.19, 0.07], [1.53, -0.23, -1.97], [-1.91, -1.63, 0.47], [-0.39, -2.21, 0.57], [0.11, 0.08, -0.09], [0.21, -0.10, 0.05], [-0.02, 0.19, 0.12], [0.02, 0.24, -0.08], [-0.09, -0.17, 0.11], [-0.23, -1.43, 2.37], [-0.09, 0.12, -0.02], [0.07, -0.01, -0.32], [0.06, -0.13, -0.17], [-1.79, -1.48, -1.29], [-0.17, 0.11, 0.16], [0.05, 0.31, -0.19], [-1.03, 1.28, -1.49], [0.12, 0.11, 0.13], [0.05, -0.22, -0.09], [-0.47, -2.07, -1.27], [0.41, -0.16, -0.29], [0.19, -0.03, 0.12], [0.19, 0.10, 0.00], [0.04, -0.19, 0.09], [0.00, 0.20, 0.14], [0.04, 0.10, 0.21], [0.22, -0.09, -0.04], [0.15, -0.14, 0.11], [-0.01, 0.25, 0.02], [-0.17, 0.08, -0.14], [-2.48, 1.08, 0.12], [-0.20, 0.08, 0.11]],
  "lowdin_charge": [0.697, -0.052, -0.145, -0.094, -0.002, 0.094, 0.097, 0.086, 0.095, 0.096, 0.078, 0.101, 0.090, 0.092, 0.102, 0.097, 0.004, 0.074, -0.104, 0.091, 0.086, 0.020, -0.108, -0.158, -0.084, -0.088, -0.193, -0.070, -0.189, -0.105, -0.261, -0.166, -0.305, -0.084, -0.194, -0.209, -0.090, -0.137, -0.079, -0.218, -0.198, -0.170, -0.131, -0.064, -0.170, -0.137, -0.074, -0.202, -0.170, -0.076, -0.184, -0.655, -0.216, -0.184, -0.068, -0.156, -0.192, -0.208, -0.074, -0.128, -0.096, -0.077, -0.102, 0.100, 0.077, 0.056, 0.076, 0.074, 0.077, 0.136, 0.078, 0.128, 0.077, 0.116, 0.079, 0.082, 0.077, 0.122, 0.076, 0.022, 0.076, 0.119, 0.051, 0.073, 0.074, 0.078, 0.032, 0.128, 0.072, 0.007, 0.068, 0.054, 0.135, 0.046, 0.043, 0.076, 0.111, 0.121, 0.126, 0.040, 0.071, 0.076, 0.075, 0.076, 0.073, 0.047, 0.007, 0.053, 0.138, 0.060, 0.057, 0.112, 0.075, 0.076, 0.113, -0.001, 0.076, 0.079, 0.075, 0.080, 0.065, 0.081, 0.071, 0.043, 0.074, 0.051, 0.079],
  "homo_lumo_gap_ev": 8.659
}